The following is a quantum chemistry calculation of 2 unconnected molecules or ions with the total composition C4H10S, from the OMol25 dataset.

The SMILES is C=CC.CS. Its HOMO energy is -9.09 eV. Its total charge is 0. The calculation puts the energy relative to the best compared isomer or geometry (same formula, charge and spin) at 37.6 kcal per mole. Its electronic energy is -556.52208 hartree.

Geometry as XYZ:
```
15
Properties=species:S:1:pos:R:3:forces:R:3
S -1.338236 -3.503593 -4.356006 0.4 -0.3 0.7
C -0.105590 1.517404 2.205750 1.9 -0.9 -0.1
C 0.047283 -2.702791 -3.435595 0.5 0.2 -1.6
C 1.274178 1.604140 2.886846 -1.1 -0.3 1.7
C -0.821642 2.532847 1.756178 -1.7 2.1 0.6
H 2.086892 1.636718 2.186400 0.2 0.3 -0.6
H -0.100700 -1.647459 -3.666376 0.3 0.0 0.6
H 1.525752 0.759915 3.558773 -0.5 -0.1 -0.6
H -1.657265 2.429460 1.010205 0.8 -0.2 1.1
H -0.309041 0.473605 1.940163 -0.3 0.5 -0.5
H -0.804963 3.596352 2.242808 0.7 -2.0 -1.2
H 1.339605 2.429837 3.591561 0.1 0.6 -0.3
H 0.257350 -2.894217 -2.377475 -0.6 -0.2 -0.3
H -2.325891 -3.216996 -3.505033 -0.1 0.1 0.1
H 0.932265 -3.015216 -4.038205 -0.5 0.2 0.6
```
Positions in Å, forces in eV/Å.

How positive or negative is each atom? The Löwdin charges in e answer that: number 1, S, carries 0.596; number 2, C, carries -0.250; number 3, C, carries -0.484; number 4, C, carries -0.120; number 5, C, carries -0.051; number 6, H, carries 0.059; number 7, H, carries 0.007; number 8, H, carries 0.067; number 9, H, carries 0.058; number 10, H, carries 0.086; number 11, H, carries 0.090; number 12, H, carries 0.061; number 13, H, carries 0.034; number 14, H, carries -0.178; number 15, H, carries 0.025


The following is a quantum chemistry calculation of 2 unconnected molecules or ions with the total composition C4H10S, from the OMol25 dataset.

Its HOMO energy is -8.40 eV. Its total charge is 0. The calculation puts the energy relative to the best compared isomer or geometry (same formula, charge and spin) at 141.0 kcal per mole. Its electronic energy is -556.35723 hartree.

Geometry as XYZ:
```
15
Properties=species:S:1:pos:R:3:forces:R:3
S -1.007697 -1.217042 -0.210319 -1.0 -0.1 -0.6
C 0.666130 1.085791 -0.220969 0.6 4.8 -1.0
C 1.826648 -1.101218 -0.039524 -0.7 -3.0 1.2
C -2.342398 0.080058 0.146313 -1.4 -0.3 -4.2
C 0.610349 -0.365086 0.254417 -5.4 3.3 0.6
H 1.150246 1.675757 0.670895 -0.6 -0.8 -1.7
H -0.346441 1.906212 -0.457135 2.8 -3.0 0.8
H -3.330746 -0.045411 -0.899965 3.0 -0.1 3.5
H 2.427462 -0.439751 0.800580 0.1 -2.9 -2.3
H 1.189858 -2.218180 0.220374 3.3 2.2 0.1
H 1.378289 1.303567 -1.176079 -1.7 -0.9 2.2
H 0.246692 -0.287362 1.359695 2.0 -0.3 -1.5
H 2.197382 -1.294112 -1.158544 -0.8 1.3 2.6
H -1.722204 0.936633 -0.496273 -2.3 -1.2 3.1
H -2.943565 -0.019854 1.206528 2.0 1.0 -2.8
```
Positions in Å, forces in eV/Å.

How positive or negative is each atom? The Löwdin charges in e answer that: number 1, S, carries 0.678; number 2, C, carries -0.198; number 3, C, carries -0.165; number 4, C, carries -0.458; number 5, C, carries -0.877; number 6, H, carries 0.086; number 7, H, carries 0.127; number 8, H, carries 0.133; number 9, H, carries 0.143; number 10, H, carries 0.124; number 11, H, carries 0.108; number 12, H, carries 0.110; number 13, H, carries 0.119; number 14, H, carries 0.004; number 15, H, carries 0.067


The following is a quantum chemistry calculation of C4H10S in the gas phase, from the OMol25 dataset.

The SMILES is CCCCS. Its HOMO energy is -8.95 eV. Its total charge is 0. The calculation puts the energy relative to the best compared isomer or geometry (same formula, charge and spin) at 44.5 kcal per mole. Its electronic energy is -556.51108 hartree.

Geometry as XYZ:
```
15
Properties=species:S:1:pos:R:3:forces:R:3
S -2.918076 -1.084822 1.225149 0.7 -0.2 -0.9
C -1.242607 -0.310072 1.256008 1.8 0.1 3.7
C 1.662131 0.714022 -1.153475 -2.2 1.8 -2.7
C 1.109553 -0.150363 0.004987 -2.3 0.2 -1.1
C -0.549750 0.021171 -0.024555 3.0 1.8 0.6
H -2.908317 -1.594962 -0.062370 0.2 0.4 1.0
H 1.570569 0.237878 0.912079 -0.2 -0.6 0.3
H -1.377899 0.663856 1.890159 0.0 -1.6 -1.3
H -0.783361 1.045881 -0.331065 0.1 0.0 0.2
H -0.387937 -0.855501 1.996965 -2.7 0.6 -2.0
H -0.683415 -0.526376 -0.892712 -1.4 -1.6 -1.4
H 1.062324 1.803024 -1.460042 1.0 -3.1 1.4
H 1.614183 0.182484 -2.160629 0.3 0.5 1.3
H 1.206697 -1.294847 -0.187553 0.5 2.1 0.6
H 2.625906 1.148622 -1.012950 1.0 -0.4 0.2
```
Positions in Å, forces in eV/Å.

How positive or negative is each atom? The Löwdin charges in e answer that: number 1, S, carries 0.636; number 2, C, carries -0.626; number 3, C, carries -0.163; number 4, C, carries -0.229; number 5, C, carries -0.307; number 6, H, carries -0.134; number 7, H, carries 0.084; number 8, H, carries 0.087; number 9, H, carries 0.092; number 10, H, carries 0.128; number 11, H, carries 0.062; number 12, H, carries 0.136; number 13, H, carries 0.076; number 14, H, carries 0.131; number 15, H, carries 0.026


The following is a quantum chemistry calculation of 2 unconnected molecules or ions with the total composition C4H10S, from the OMol25 dataset.

Its HOMO energy (spin up / spin down) is -12.01 / -12.01 eV. Its total charge is +1. The calculation puts the energy relative to the best compared isomer or geometry (same formula, charge and spin) at 23.2 kcal per mole. Its electronic energy is -556.19952 hartree. The spin multiplicity is 2. The expectation value of S² is 0.75.

Geometry as XYZ:
```
15
Properties=species:S:1:pos:R:3:forces:R:3
S -1.438116 0.442157 -0.991016 0.1 0.0 -0.1
C -3.137660 -1.059572 -2.508651 0.3 0.1 -0.2
C -2.815287 -0.702706 -1.050939 -0.5 0.8 -0.3
C 4.550175 1.084766 3.008603 0.1 0.2 0.3
C 5.030881 -0.133133 2.835204 -0.3 -0.6 -0.1
H 6.083161 -0.371822 2.867865 0.2 0.3 0.2
H -3.673079 -0.215981 -0.578982 0.2 -0.3 0.3
H 5.216629 1.882512 3.304622 0.1 0.2 -0.3
H -3.559148 -2.062499 -2.524350 -0.1 0.1 -0.1
H -1.853041 1.336887 -0.063196 -0.1 -0.1 0.0
H 3.498259 1.361858 2.960853 0.1 -0.3 0.0
H -3.810339 -0.338754 -2.965881 -0.3 0.0 0.3
H -2.265651 -1.021366 -3.156368 0.3 -0.4 0.0
H -2.481144 -1.567514 -0.474883 0.0 -0.1 0.1
H 4.407750 -1.011055 2.681747 -0.2 0.3 -0.2
```
Positions in Å, forces in eV/Å.

How positive or negative is each atom? The Löwdin charges in e answer that: number 1, S, carries 1.168; number 2, C, carries -0.122; number 3, C, carries -0.491; number 4, C, carries -0.087; number 5, C, carries -0.085; number 6, H, carries 0.046; number 7, H, carries 0.100; number 8, H, carries 0.044; number 9, H, carries 0.098; number 10, H, carries -0.028; number 11, H, carries 0.040; number 12, H, carries 0.092; number 13, H, carries 0.076; number 14, H, carries 0.108; number 15, H, carries 0.042


The following is a quantum chemistry calculation of 2 unconnected molecules or ions with the total composition C4H10S2, from the OMol25 dataset.

The SMILES is C=CC.CSS. Its HOMO energy is -8.83 eV. Its total charge is 0. The calculation puts the energy relative to the best compared isomer or geometry (same formula, charge and spin) at 41.5 kcal per mole. Its electronic energy is -954.71742 hartree.

Geometry as XYZ:
```
16
Properties=species:S:1:pos:R:3:forces:R:3
S -0.709115 -0.520109 -1.053414 0.0 -1.2 -0.4
S 1.173249 -1.436462 -1.210243 -0.4 0.5 0.2
C -1.741195 -2.027184 -1.360553 0.6 0.2 0.4
C 0.732828 3.332936 2.388011 0.5 0.2 1.2
C 0.203786 0.888284 1.911073 0.3 1.5 -0.7
C -0.104675 2.337183 2.134176 -0.3 0.9 -0.2
H -0.059609 0.690479 0.840159 -0.2 -0.3 1.5
H 0.444098 4.386652 2.425821 -0.3 -0.4 0.0
H 1.688961 3.140541 2.870285 0.4 -0.1 -0.8
H 1.284557 0.795394 1.927706 0.2 -0.5 0.5
H -1.086589 -2.856321 -1.119680 0.0 -0.2 -0.2
H -1.131023 2.671450 2.062729 -0.4 -0.3 -0.6
H 1.627577 -0.759003 -2.272967 -0.1 -0.1 -0.1
H -2.565329 -2.105430 -0.647187 -0.1 0.4 -0.3
H -2.032755 -2.071244 -2.400133 -0.3 -0.1 -0.1
H -0.323771 0.345390 2.690345 0.1 -0.8 -0.5
```
Positions in Å, forces in eV/Å.

How positive or negative is each atom? The Löwdin charges in e answer that: number 1, S, carries 0.402; number 2, S, carries 0.333; number 3, C, carries -0.450; number 4, C, carries -0.035; number 5, C, carries -0.128; number 6, C, carries -0.264; number 7, H, carries -0.033; number 8, H, carries 0.048; number 9, H, carries 0.051; number 10, H, carries 0.069; number 11, H, carries -0.007; number 12, H, carries 0.086; number 13, H, carries -0.204; number 14, H, carries 0.033; number 15, H, carries 0.022; number 16, H, carries 0.078


The following is a quantum chemistry calculation of a gas-phase ion, C4H10S2 (charge +1), from the OMol25 dataset.

Its HOMO energy (spin up / spin down) is -14.83 / -14.29 eV. Its total charge is +1. The calculation puts the energy relative to the best compared isomer or geometry (same formula, charge and spin) at 45.1 kcal per mole. Its electronic energy is -954.41179 hartree. The spin multiplicity is 2. The expectation value of S² is 0.76.

Geometry as XYZ:
```
16
Properties=species:S:1:pos:R:3:forces:R:3
S 1.454240 0.373452 0.335770 -0.8 -1.6 0.0
S -0.057580 -0.828857 1.180837 0.4 1.7 -1.1
C -1.827940 -2.699089 0.542467 -0.1 -0.9 0.2
C -0.446449 -2.222516 0.093698 1.1 -1.4 1.8
C 0.722082 1.784477 -0.540950 -2.4 1.8 1.1
C 1.553666 3.037564 -0.258361 -2.7 1.2 -4.2
H -1.991676 -2.773578 1.624655 0.6 0.2 0.0
H -0.359230 2.102867 -0.255082 1.6 -1.3 0.0
H -2.560864 -2.002853 0.190739 -0.6 0.2 -0.4
H 2.197214 3.378395 -1.036518 2.0 -0.9 0.1
H 1.712526 3.104540 0.720262 1.9 0.3 3.8
H -0.281894 -1.993530 -0.904178 -0.7 1.5 -2.1
H -2.068675 -3.731424 0.207668 0.4 0.8 -0.3
H 0.646986 1.475235 -1.567766 0.3 -0.2 -0.5
H 0.368114 -2.954378 0.092531 -0.1 -0.5 1.1
H 0.939480 3.949694 -0.425769 -0.8 -0.7 0.3
```
Positions in Å, forces in eV/Å.

How positive or negative is each atom? The Löwdin charges in e answer that: number 1, S, carries 0.706; number 2, S, carries 0.772; number 3, C, carries -0.144; number 4, C, carries -0.510; number 5, C, carries -0.525; number 6, C, carries -0.146; number 7, H, carries 0.082; number 8, H, carries 0.132; number 9, H, carries 0.071; number 10, H, carries 0.084; number 11, H, carries 0.026; number 12, H, carries 0.061; number 13, H, carries 0.109; number 14, H, carries 0.073; number 15, H, carries 0.103; number 16, H, carries 0.105


The following is a quantum chemistry calculation of 2 unconnected molecules or ions with the total composition C4H10Se, from the OMol25 dataset.

The SMILES is C=C(C)C.[SeH2]. Its HOMO energy is -8.95 eV. Its total charge is 0. The calculation puts the energy relative to the best compared isomer or geometry (same formula, charge and spin) at 40.7 kcal per mole. Its electronic energy is -2559.75547 hartree.

Geometry as XYZ:
```
15
Properties=species:S:1:pos:R:3:forces:R:3
Se 2.810434 -0.107441 -0.494434 1.2 0.3 0.9
C -0.189767 -0.894781 1.062709 -0.7 1.1 1.8
C -0.737044 -0.742081 -1.296995 0.4 1.6 1.0
C -0.740579 1.369241 -0.092408 2.3 -0.4 1.4
C -0.374403 -0.110024 -0.152464 -3.1 0.2 -2.6
H 0.613044 -0.391061 1.614068 -0.3 -0.4 0.6
H -1.161633 -0.943473 1.682978 1.6 0.1 -0.8
H -0.832024 -1.799729 -1.320626 0.2 -0.8 -0.3
H 0.138355 -1.853817 0.767097 0.3 -1.3 0.1
H -1.680896 1.378804 0.361618 -1.9 0.2 0.5
H 2.669161 0.366650 0.909511 0.7 -0.2 -0.3
H -0.135953 1.984674 0.620007 0.0 -0.5 -0.8
H -0.765089 1.806006 -1.062127 0.0 0.4 -0.7
H 1.399921 0.073588 -0.441861 -0.7 0.0 -0.8
H -1.013525 -0.136559 -2.157075 0.0 -0.4 0.0
```
Positions in Å, forces in eV/Å.

How positive or negative is each atom? The Löwdin charges in e answer that: number 1, Se, carries 0.575; number 2, C, carries -0.107; number 3, C, carries 0.034; number 4, C, carries -0.061; number 5, C, carries -0.551; number 6, H, carries 0.058; number 7, H, carries 0.127; number 8, H, carries 0.060; number 9, H, carries 0.064; number 10, H, carries 0.060; number 11, H, carries -0.193; number 12, H, carries 0.095; number 13, H, carries 0.069; number 14, H, carries -0.299; number 15, H, carries 0.071


The following is a quantum chemistry calculation of a molecular structure, C4H11AlNO, from the OMol25 dataset.

Its HOMO energy is -23.19 eV. Its total charge is +3. The calculation puts the energy relative to the best compared isomer or geometry (same formula, charge and spin) at 22.7 kcal per mole. Its electronic energy is -529.96231 hartree.

Geometry as XYZ:
```
18
Properties=species:S:1:pos:R:3:forces:R:3
Al -13.334488 1.591437 11.892214 0.8 -0.5 1.0
O -14.804482 3.991726 13.594138 -0.9 1.1 0.0
N -14.281410 2.830813 10.819455 0.0 0.7 0.4
C -14.446437 4.285462 11.168800 0.3 1.1 1.7
C -15.012353 4.759521 14.808448 0.8 -1.1 0.8
C -15.027307 4.904248 9.930544 -1.3 0.5 -0.6
C -15.368359 4.541505 12.423278 0.9 -0.5 -0.1
H -13.881675 2.930651 9.897316 0.7 -0.6 -1.0
H -15.590731 5.823595 10.090051 0.3 0.2 0.4
H -16.027223 5.116101 14.984452 -0.3 0.2 -0.8
H -15.604162 5.605021 12.460968 -0.1 0.0 0.4
H -15.210907 2.462917 10.675265 -1.0 -0.4 -0.5
H -14.659845 4.195914 15.672273 -0.1 -0.9 -0.2
H -15.794527 4.245475 9.523737 0.0 -0.1 -0.4
H -13.488776 4.715105 11.462733 0.4 -0.2 -0.2
H -16.253204 3.938039 12.220846 -0.8 -0.3 0.0
H -14.305376 5.578417 14.941471 0.4 1.0 -0.7
H -14.268314 5.117076 9.177727 0.2 -0.2 0.0
```
Positions in Å, forces in eV/Å.

How positive or negative is each atom? The Löwdin charges in e answer that: number 1, Al, carries 1.536; number 2, O, carries -0.022; number 3, N, carries 0.011; number 4, C, carries -0.286; number 5, C, carries 0.093; number 6, C, carries 0.026; number 7, C, carries -0.063; number 8, H, carries 0.148; number 9, H, carries 0.135; number 10, H, carries 0.160; number 11, H, carries 0.179; number 12, H, carries 0.142; number 13, H, carries 0.142; number 14, H, carries 0.125; number 15, H, carries 0.172; number 16, H, carries 0.194; number 17, H, carries 0.169; number 18, H, carries 0.140